12
Properties=species:S:1:pos:R:3 method="wB97M-V/def2-TZVPD" fmax_ev_per_a=2.25 spin_multiplicity=2 total_energy_ev=-5717.18613 total_charge=+2 homo_lumo_gap_ev="10.5 / 6.1"
O -0.4336 -2.4111 1.0149
H -0.8159 -2.6731 1.8776
H -0.4731 -3.2752 0.5505
H 1.4409 1.9766 -1.3088
C 0.3661 1.8166 -1.0210
C -0.0977 0.5197 -0.5658
N 0.3455 -0.1077 0.5422
H -0.2166 2.1322 -1.8910
H 0.2547 2.5231 -0.1380
H -1.0132 0.0342 -0.9525
H 0.7701 0.6387 1.1293
H -0.1273 -1.1741 0.7626

121
Properties=species:S:1:pos:R:3 method="wB97M-V/def2-TZVPD" fmax_ev_per_a=0.64 spin_multiplicity=1 total_energy_ev=-77888.62650 total_charge=0 homo_lumo_gap_ev=7.6
Ta -1.5456 -0.6608 -0.3351
C -1.8797 -2.2981 3.8120
N -2.3357 -1.0747 3.1621
C -3.7500 -0.8501 3.4288
C -1.5430 0.0538 3.6188
C -0.2735 0.2618 2.8157
N -0.4852 0.7174 1.4099
C 0.8592 1.1302 0.8675
C 1.8709 0.0646 0.5533
C 3.1166 0.0625 1.1430
C 4.1054 -0.8347 0.7295
C 3.7898 -1.6936 -0.3084
C 2.5356 -1.7499 -0.9325
C 1.5814 -0.8641 -0.4581
O 0.2819 -0.8973 -0.8369
C 2.3233 -2.8071 -2.0247
C 3.3530 -2.5708 -3.1418
C 0.9341 -2.7939 -2.6728
C 2.5324 -4.2029 -1.4163
C 5.4668 -0.8342 1.4224
C 6.4029 -1.9022 0.8563
C 5.2723 -1.1132 2.9199
C 6.1326 0.5376 1.2419
C -1.3397 1.9699 1.4962
C -1.2160 2.9497 0.3623
C -1.0323 4.2972 0.5882
C -0.9736 5.1917 -0.4811
C -1.0710 4.6659 -1.7614
C -1.2287 3.3036 -2.0444
C -1.3272 2.4621 -0.9415
O -1.5061 1.1388 -1.0214
C -1.3613 2.8267 -3.4956
C -2.8396 2.9426 -3.8987
C -0.9096 1.3723 -3.6973
C -0.5100 3.6956 -4.4362
C -0.7910 6.6848 -0.2114
C -0.7704 7.5056 -1.5008
C -1.9470 7.1917 0.6621
C 0.5381 6.9102 0.5240
H -2.0779 -2.2712 4.8960
H -0.8110 -2.4356 3.6597
H -2.3790 -3.1698 3.3913
H -3.9474 -0.6996 4.5020
H -4.3374 -1.7046 3.0948
H -4.0978 0.0216 2.8741
H -1.2436 -0.0690 4.6731
H -2.1563 0.9531 3.5884
H 0.3247 -0.6462 2.8133
H 0.3220 1.0339 3.3178
H 1.2950 1.8400 1.5778
H 0.6753 1.6803 -0.0502
H 3.3227 0.7825 1.9282
H 4.5411 -2.3932 -0.6466
H 3.2199 -1.5825 -3.5877
H 3.2220 -3.3201 -3.9257
H 4.3795 -2.6437 -2.7802
H 0.6923 -1.8254 -3.1131
H 0.1543 -3.0571 -1.9573
H 0.9230 -3.5393 -3.4711
H 3.5277 -4.3154 -0.9825
H 2.4157 -4.9633 -2.1930
H 1.7966 -4.3974 -0.6327
H 5.9851 -2.9050 0.9708
H 7.3525 -1.8730 1.3937
H 6.6155 -1.7339 -0.2019
H 4.8045 -2.0889 3.0729
H 4.6419 -0.3584 3.3938
H 6.2372 -1.1131 3.4325
H 6.2843 0.7559 0.1827
H 7.1055 0.5541 1.7394
H 5.5251 1.3383 1.6668
H -1.0694 2.4904 2.4197
H -2.3753 1.6367 1.5838
H -0.9401 4.6528 1.6095
H -1.0203 5.3464 -2.5963
H -3.4643 2.3214 -3.2549
H -2.9730 2.6141 -4.9334
H -3.1824 3.9769 -3.8209
H -1.6166 0.6633 -3.2732
H 0.0763 1.1911 -3.2595
H -0.8438 1.1733 -4.7690
H -0.8650 4.7242 -4.4996
H -0.5567 3.2811 -5.4448
H 0.5368 3.7106 -4.1220
H -1.7021 7.3989 -2.0609
H 0.0593 7.2166 -2.1501
H -0.6482 8.5625 -1.2561
H -2.9056 7.0320 0.1641
H -1.8333 8.2611 0.8559
H -1.9790 6.6792 1.6252
H 1.3780 6.5654 -0.0834
H 0.5666 6.3739 1.4743
H 0.6797 7.9734 0.7344
O -4.4751 0.8166 -1.6107
S -4.1622 -0.4637 -1.0659
O -5.1624 -1.4706 -1.0402
O -3.4648 -0.3113 0.3218
O -2.8498 -1.0287 -1.7763
C 1.4965 -5.1319 1.8490
C 0.3899 -5.6955 1.2297
C -0.6240 -4.9075 0.7034
C -0.5575 -3.5093 0.7792
C 0.5539 -2.9639 1.4225
C 1.5681 -3.7497 1.9406
N -1.5649 -2.6638 0.2603
C -2.7866 -3.3791 -0.0410
C -3.7887 -3.5004 0.9063
C -4.9363 -4.2271 0.6239
C -5.0894 -4.8311 -0.6128
C -4.0918 -4.6992 -1.5704
C -2.9456 -3.9763 -1.2867
H 2.2803 -5.7569 2.2571
H 0.3053 -6.7728 1.1503
H -1.4693 -5.3888 0.2334
H 0.6199 -1.8960 1.5288
H 2.4131 -3.2688 2.4212
H -3.6694 -3.0009 1.8555
H -5.7192 -4.3054 1.3679
H -5.9891 -5.3889 -0.8387
H -4.2110 -5.1547 -2.5457
H -2.1645 -3.8628 -2.0298

22
Properties=species:S:1:pos:R:3 method="wB97M-V/def2-TZVPD" fmax_ev_per_a=1.84 spin_multiplicity=1 total_energy_ev=-6481.22478 total_charge=0 homo_lumo_gap_ev=12.2 smiles=CCC.CCC
C 0.8108 2.8483 1.0649
C 0.0146 1.7054 0.4907
C -1.4687 2.0470 0.3383
H 0.3816 3.1892 2.0101
H 0.7666 3.6949 0.3820
H 1.8615 2.6324 1.2464
H 0.3851 1.2990 -0.4489
H 0.0498 0.8347 1.1561
H -1.8272 2.4901 1.2573
H -1.5741 2.7737 -0.4764
H -2.0324 1.2400 -0.1223
C -0.1228 -2.7925 0.4727
C 0.2210 -1.6491 -0.4630
C 0.6022 -2.1548 -1.8596
H -0.6721 -3.5498 -0.0854
H 0.7592 -3.2772 0.9018
H -0.7344 -2.4956 1.3185
H -0.5173 -0.8523 -0.4679
H 1.0828 -1.0584 -0.1390
H -0.1997 -2.7852 -2.2527
H 0.7367 -1.3418 -2.5625
H 1.4768 -2.7978 -1.7612